# 1
Here is C24H39N6O3RuSSi as an isolated structure at a distorted geometry from the OMol25 dataset. Energies are from ωB97M-V with the def2-TZVPD basis set.

spin multiplicity: 2
HOMO (alpha / beta): -13.226 / -13.332 eV
total charge: +2

Geometry as XYZ:
```
75
Properties=species:S:1:pos:R:3:lowdin_charge:R:1
Ru -0.108 0.406 0.175 1.17
C 2.201 -3.674 1.660 0.00
N 1.621 -2.721 2.608 -0.11
C 2.130 -2.815 3.976 0.00
C 0.791 -1.779 2.190 -0.39
O 0.429 -1.676 0.999 -0.06
C 0.305 -0.772 3.220 -0.09
O -0.621 0.132 2.654 -0.17
C -1.990 -0.078 2.930 -0.09
C -2.744 -0.404 1.659 -0.39
O -2.140 -0.414 0.563 -0.10
N -4.035 -0.660 1.749 -0.11
C -4.816 -0.522 2.976 0.00
C -4.809 -0.955 0.541 0.01
H 1.957 -4.690 1.968 0.11
H 1.801 -3.493 0.670 0.07
H 3.285 -3.561 1.652 0.11
H 2.426 -3.845 4.160 0.10
H 3.008 -2.180 4.109 0.11
H 1.382 -2.545 4.716 0.09
H -0.127 -1.270 4.088 0.13
H 1.165 -0.185 3.548 0.16
H -2.121 -0.873 3.665 0.14
H -2.390 0.851 3.342 0.15
H -4.213 -0.662 3.868 0.09
H -5.287 0.461 3.019 0.11
H -5.602 -1.273 2.976 0.10
H -4.133 -1.140 -0.286 0.09
H -5.419 -1.840 0.715 0.10
H -5.459 -0.115 0.296 0.11
C 2.823 -1.634 -1.256 -0.02
C 3.101 -0.340 -0.549 -0.31
C 4.383 0.138 -0.354 -0.02
C 4.559 1.391 0.241 -0.03
C 3.471 2.138 0.639 0.00
C 2.203 1.585 0.440 -0.46
N 2.059 0.391 -0.134 0.02
N 0.996 2.083 0.732 -0.12
Si 0.290 3.675 1.045 0.43
C 0.560 4.683 -0.508 -0.17
C -1.551 3.293 1.224 -0.16
C 1.025 4.443 2.571 -0.16
H 3.172 -1.575 -2.289 0.09
H 1.755 -1.846 -1.247 0.07
H 3.362 -2.457 -0.788 0.08
H 5.225 -0.456 -0.680 0.12
H 5.560 1.781 0.377 0.12
H 3.576 3.115 1.091 0.11
H -0.071 4.307 -1.317 0.02
H 1.603 4.664 -0.834 0.03
H 0.286 5.726 -0.328 0.04
H -1.757 2.259 0.944 -0.03
H -2.152 3.929 0.572 0.04
H -1.908 3.440 2.246 0.04
H 2.083 4.677 2.434 0.03
H 0.931 3.780 3.433 0.04
H 0.508 5.378 2.800 0.05
N 1.620 1.348 -3.013 0.15
C 0.472 0.677 -3.141 -0.72
S -0.809 1.037 -2.026 0.73
N 0.380 -0.194 -4.128 0.10
C -0.679 -1.035 -4.607 -0.22
C -0.277 -2.066 -5.450 -0.03
C -1.215 -2.918 -6.005 -0.06
C -2.562 -2.738 -5.728 -0.06
C -2.959 -1.707 -4.891 -0.06
C -2.024 -0.848 -4.328 -0.05
H 1.681 2.066 -2.311 0.09
H 2.351 1.296 -3.706 0.14
H 1.226 -0.317 -4.670 0.16
H 0.776 -2.199 -5.678 0.12
H -0.895 -3.715 -6.661 0.12
H -3.300 -3.387 -6.177 0.12
H -4.008 -1.551 -4.682 0.11
H -2.359 -0.030 -3.711 0.05
```

# 2
Here is C24H39N7O5SW as an isolated structure from the OMol25 dataset. Energies are from ωB97M-V with the def2-TZVPD basis set.

spin multiplicity: 1
HOMO (alpha / beta): -13.119 / -13.111 eV
total charge: +2

Geometry as XYZ:
```
77
Properties=species:S:1:pos:R:3:lowdin_charge:R:1
W 0.115 0.680 0.485 1.71
C 3.015 -2.066 -1.505 -0.01
N 3.487 -1.487 -0.262 -0.05
C 4.913 -1.267 0.010 -0.07
C 4.879 -0.093 0.999 -0.07
N 3.484 -0.095 1.443 -0.06
C 3.080 0.454 2.721 0.00
C 2.732 -0.860 0.647 -0.36
N 1.398 -0.953 0.763 -0.10
C 0.787 -2.294 0.629 -0.17
C -0.687 -2.122 0.932 -0.18
N -1.085 -0.907 0.187 -0.13
C -2.309 -0.899 -0.407 -0.32
N -2.538 -0.579 -1.677 -0.06
C -1.567 -0.493 -2.746 0.00
C -3.978 -0.563 -1.957 -0.06
C -4.581 -1.191 -0.693 -0.06
N -3.440 -1.203 0.229 -0.05
C -3.592 -1.356 1.665 0.01
H 3.767 -1.895 -2.272 0.10
H 2.098 -1.563 -1.816 0.08
H 2.842 -3.140 -1.423 0.10
H 5.435 -1.019 -0.911 0.13
H 5.366 -2.164 0.435 0.13
H 5.128 0.861 0.529 0.13
H 5.542 -0.239 1.849 0.13
H 2.934 1.534 2.669 0.08
H 3.850 0.234 3.460 0.11
H 2.154 -0.023 3.024 0.07
H 1.245 -2.997 1.329 0.14
H 0.889 -2.704 -0.377 0.10
H -0.839 -1.982 2.003 0.11
H -1.251 -3.000 0.613 0.14
H -0.576 -0.685 -2.348 0.07
H -1.590 0.498 -3.200 0.10
H -1.800 -1.236 -3.510 0.11
H -4.186 -1.147 -2.851 0.13
H -4.316 0.461 -2.123 0.14
H -4.949 -2.203 -0.858 0.14
H -5.387 -0.591 -0.275 0.13
H -4.563 -0.960 1.955 0.11
H -2.823 -0.781 2.175 0.08
H -3.534 -2.401 1.971 0.10
C -0.319 0.599 3.894 -0.03
C -0.300 0.780 2.429 -0.42
O -1.095 1.567 1.807 -0.12
H -1.320 0.750 4.297 0.10
H 0.336 1.359 4.333 0.11
H 0.073 -0.375 4.179 0.09
C -3.593 6.725 1.404 -0.03
C -2.299 5.992 1.211 -0.24
C -1.624 6.051 -0.007 -0.01
C -0.407 5.415 -0.184 -0.05
C 0.137 4.697 0.870 -0.29
C -0.509 4.628 2.099 -0.06
C -1.722 5.270 2.257 -0.01
S 1.694 3.905 0.761 0.70
O 1.455 2.453 0.794 -0.41
O 2.573 4.393 1.770 -0.23
N 2.315 4.278 -0.691 -0.11
C 2.513 3.388 -1.849 -0.16
C 1.221 2.917 -2.528 -0.05
C 0.556 1.902 -1.657 -0.63
O 1.206 0.845 -1.314 -0.13
O -0.548 2.097 -1.090 -0.04
H -4.203 6.695 0.502 0.09
H -3.398 7.775 1.631 0.10
H -4.168 6.309 2.229 0.08
H -2.051 6.616 -0.826 0.13
H 0.115 5.490 -1.127 0.11
H -0.059 4.097 2.929 0.12
H -2.227 5.225 3.214 0.13
H 3.013 5.004 -0.583 0.13
H 3.119 2.521 -1.581 0.12
H 3.075 3.979 -2.568 0.14
H 1.501 2.450 -3.475 0.14
H 0.536 3.739 -2.724 0.13
```

# 3
Here is C24H40F12O17S4Zr as an isolated structure at a distorted geometry from the OMol25 dataset. Energies are from ωB97M-V with the def2-TZVPD basis set.

spin multiplicity: 2
HOMO (alpha / beta): -11.053 / -11.053 eV
total charge: +1

Geometry as XYZ:
```
98
Properties=species:S:1:pos:R:3:lowdin_charge:R:1
Zr 0.241 -2.143 -3.100 2.24
C -3.304 0.848 -4.702 -0.74
F -2.953 0.608 -5.944 0.17
F -2.685 1.854 -4.231 0.20
F -4.579 1.093 -4.736 0.19
S -3.083 -0.662 -3.509 0.60
O -3.879 -1.799 -4.021 -0.28
O -1.664 -1.065 -3.395 -0.48
O -3.498 -0.311 -2.170 -0.25
C 4.208 -3.538 -1.128 -0.54
F 5.359 -2.901 -1.193 0.20
F 4.112 -4.420 -2.118 0.16
F 4.085 -4.170 0.069 0.13
S 2.567 -2.310 -1.254 0.65
O 1.238 -2.980 -1.226 -0.42
O 2.693 -1.154 -0.342 -0.24
O 2.407 -1.936 -2.606 -0.43
C 0.537 1.178 0.489 -0.68
F 1.610 1.545 -0.171 0.17
F 0.795 0.294 1.418 0.16
F -0.074 2.227 0.971 0.19
S -0.660 0.284 -0.759 0.67
O -1.183 1.257 -1.707 -0.27
O 0.028 -0.802 -1.519 -0.48
O -1.714 -0.337 0.107 -0.29
C -1.987 -5.305 -0.350 -0.62
F -3.027 -5.836 0.183 0.18
F -1.148 -4.940 0.691 0.08
F -1.497 -6.252 -1.133 0.17
S -2.468 -3.640 -1.269 0.59
O -3.020 -2.606 -0.376 -0.27
O -1.243 -3.172 -1.835 -0.45
O -3.354 -3.945 -2.423 -0.28
C 2.419 -4.657 2.960 -0.17
C 2.022 -3.403 3.702 -0.19
C 1.414 -2.445 2.706 -0.15
O 0.876 -3.437 1.736 -0.18
C 1.183 -4.799 2.211 -0.23
H 2.573 -5.568 3.538 0.13
H 3.326 -4.560 2.362 0.11
H 2.946 -2.999 4.114 0.11
H 1.415 -3.552 4.595 0.12
H 2.234 -1.810 2.374 0.11
H 0.536 -1.951 3.123 0.10
H 1.176 -5.395 1.298 0.12
H 0.341 -5.240 2.744 0.11
C 0.439 2.199 -4.455 -0.16
C 1.632 2.247 -3.585 -0.13
C 1.962 0.756 -3.437 -0.13
O 0.722 0.027 -3.782 -0.30
C 0.320 0.773 -4.921 -0.16
H 0.430 2.923 -5.270 0.14
H -0.401 2.416 -3.795 0.09
H 1.553 2.781 -2.638 0.10
H 2.450 2.706 -4.140 0.13
H 2.200 0.586 -2.387 0.10
H 2.864 0.459 -3.973 0.14
H -0.703 0.403 -4.976 0.09
H 0.850 0.536 -5.844 0.14
C -2.716 -2.345 4.492 -0.17
C -3.557 -3.534 4.507 -0.13
C -4.212 -3.689 3.100 -0.03
O -3.770 -2.458 2.474 0.15
C -2.499 -2.073 3.068 -0.08
H -1.746 -2.537 4.951 0.14
H -3.163 -1.594 5.144 0.14
H -4.434 -3.524 5.154 0.14
H -2.908 -4.385 4.713 0.13
H -5.294 -3.700 2.973 0.16
H -3.750 -4.518 2.566 0.15
H -2.306 -1.068 2.693 0.15
H -1.724 -2.670 2.588 0.15
C 2.849 3.896 4.365 -0.15
C 1.991 4.966 3.827 -0.19
C 2.378 5.050 2.335 -0.20
O 3.247 3.986 2.131 -0.12
C 3.071 2.985 3.040 -0.19
H 2.501 3.365 5.251 0.10
H 3.775 4.355 4.711 0.11
H 2.189 5.927 4.302 0.11
H 0.931 4.739 3.934 0.11
H 2.823 6.001 2.041 0.12
H 1.455 5.110 1.758 0.10
H 3.981 2.387 3.084 0.12
H 2.213 2.320 2.934 0.10
C -1.042 5.334 -2.840 -0.18
C -1.743 4.788 -1.647 -0.16
C -1.010 5.326 -0.482 -0.24
O -0.064 6.231 -0.954 -0.11
C 0.263 5.730 -2.257 -0.20
H -1.445 6.231 -3.309 0.13
H -0.796 4.607 -3.613 0.10
H -1.717 3.705 -1.522 0.10
H -2.764 5.122 -1.831 0.12
H -0.622 4.625 0.257 0.10
H -1.651 6.024 0.057 0.13
H 0.831 4.803 -2.178 0.10
H 0.793 6.523 -2.784 0.13
```

# 4
Here is a 8-piece molecular cluster, C24H40F4N4O16 overall at a distorted geometry from the OMol25 dataset. Energies are from ωB97M-V with the def2-TZVPD basis set.

spin multiplicity: 1
HOMO: -8.981 eV

Geometry as XYZ:
```
88
Properties=species:S:1:pos:R:3:lowdin_charge:R:1
O -0.357 7.436 -5.209 0.17
C -0.047 6.345 -4.836 -0.58
O 1.229 5.875 -4.593 0.07
C 1.111 4.491 -4.277 -0.06
C -0.312 4.361 -3.813 -0.33
F -0.255 4.443 -2.514 0.11
O -0.917 5.538 -4.341 0.17
H 1.342 3.910 -5.169 0.14
H 1.810 4.184 -3.499 0.15
H -0.756 3.400 -4.069 0.15
O -3.692 1.672 0.332 0.15
C -3.634 0.660 1.024 -0.48
O -4.404 -0.478 0.983 0.08
C -3.949 -1.485 1.880 -0.04
C -3.105 -0.653 2.714 -0.40
F -1.958 -1.238 2.992 0.10
O -2.787 0.479 2.021 0.14
H -4.688 -1.905 2.563 0.15
H -3.452 -2.308 1.367 0.13
H -3.468 -0.395 3.709 0.18
O 0.424 0.473 -5.168 0.13
C -0.800 0.405 -5.138 -0.66
O -1.444 -0.506 -4.533 0.13
C -2.773 -0.415 -4.992 -0.06
C -2.943 1.076 -5.234 -0.28
F -3.165 1.646 -4.041 0.10
O -1.619 1.275 -5.636 0.15
H -2.970 -0.938 -5.928 0.14
H -3.482 -0.911 -4.328 0.14
H -3.714 1.272 -5.980 0.18
O -2.520 -1.861 -1.792 0.13
C -2.165 -2.800 -1.053 -0.56
O -2.583 -4.008 -1.170 0.12
C -2.063 -4.836 -0.148 -0.01
C -0.894 -3.941 0.294 -0.37
F 0.116 -4.193 -0.486 0.13
O -1.335 -2.683 -0.007 0.12
H -2.856 -4.900 0.597 0.14
H -1.857 -5.859 -0.462 0.15
H -0.553 -3.970 1.329 0.17
C 1.821 -3.275 3.644 -0.06
N 1.438 -4.655 3.428 0.00
C 0.880 -5.498 4.311 -0.57
C 0.607 -6.892 3.882 -0.01
O 0.591 -5.140 5.456 0.03
H 1.555 -2.710 2.750 0.06
H 2.897 -3.105 3.692 0.08
H 1.302 -2.833 4.494 0.10
H 1.748 -5.038 2.547 0.13
H -0.416 -7.177 4.129 0.09
H 1.283 -7.627 4.318 0.09
H 0.684 -7.038 2.805 0.07
C -1.376 3.312 2.188 -0.05
N 0.032 3.583 2.297 0.01
C 0.824 3.328 3.339 -0.62
C 2.324 3.519 3.207 0.00
O 0.371 2.981 4.374 0.06
H -1.540 2.445 2.828 0.07
H -1.522 2.944 1.172 0.07
H -2.054 4.065 2.589 0.09
H 0.485 3.902 1.452 0.12
H 3.011 2.826 3.692 0.09
H 2.666 4.492 3.559 0.08
H 2.657 3.604 2.172 0.07
C 3.811 1.301 -1.499 -0.03
N 4.138 0.089 -0.711 0.01
C 4.502 0.055 0.555 -0.62
C 4.733 -1.308 1.145 -0.01
O 4.727 1.071 1.189 0.04
H 4.713 1.860 -1.749 0.09
H 3.177 1.784 -0.755 0.06
H 3.249 1.079 -2.406 0.08
H 4.180 -0.779 -1.226 0.13
H 5.768 -1.267 1.483 0.09
H 4.568 -2.230 0.588 0.07
H 4.128 -1.438 2.043 0.06
C 0.929 0.381 1.559 -0.02
N 0.004 0.475 0.410 0.06
C 0.017 1.459 -0.466 -0.54
C -1.085 1.393 -1.525 0.01
O 0.880 2.329 -0.606 0.01
H 0.416 0.478 2.515 0.08
H 1.562 1.266 1.635 0.07
H 1.543 -0.518 1.515 0.07
H -0.563 -0.346 0.250 0.11
H -1.838 2.178 -1.455 0.08
H -1.645 0.469 -1.669 0.06
H -0.701 1.554 -2.532 0.06
```

# 5
Here is C24H40N10O6SYb as an isolated structure at a distorted geometry from the OMol25 dataset. Energies are from ωB97M-V with the def2-TZVPD basis set.

spin multiplicity: 2
HOMO (alpha / beta): -9.765 / -9.764 eV
total charge: +1

Geometry as XYZ:
```
82
Properties=species:S:1:pos:R:3:lowdin_charge:R:1
Yb 9.878 13.828 9.412 1.60
C 10.595 18.262 8.866 -0.03
C 9.894 16.946 8.848 -0.27
N 9.972 16.115 9.899 -0.14
N 10.646 16.465 10.950 -0.03
C 10.459 15.609 12.043 -0.87
N 11.188 15.983 13.107 0.09
S 9.408 14.290 12.133 0.60
C 9.102 16.498 7.745 -0.23
C 8.806 17.364 6.659 0.02
C 8.019 16.875 5.610 -0.03
C 7.555 15.539 5.657 -0.04
C 7.877 14.762 6.769 -0.15
N 8.621 15.231 7.763 0.00
H 11.427 18.171 9.589 0.08
H 9.925 19.068 9.235 0.10
H 10.963 18.574 7.875 0.08
H 11.751 16.836 13.105 0.12
H 11.063 15.479 13.977 0.09
H 9.195 18.393 6.678 0.12
H 7.771 17.529 4.776 0.12
H 6.948 15.103 4.848 0.11
H 7.537 13.726 6.867 0.11
N 10.155 11.842 7.579 0.02
C 11.558 11.851 7.260 -0.29
C 11.888 10.958 6.021 -0.11
C 13.027 9.917 6.230 -0.17
C 14.430 10.468 5.948 -0.17
N 14.749 11.630 6.764 0.08
C 15.035 11.577 8.061 -0.42
N 14.877 12.704 8.801 0.20
N 15.502 10.457 8.662 0.21
C 12.014 13.325 7.190 -0.50
O 13.109 13.625 6.570 -0.03
O 11.282 14.196 7.758 -0.12
H 9.760 10.952 7.867 0.09
H 9.593 12.205 6.807 0.10
H 12.051 11.424 8.139 0.13
H 12.162 11.648 5.186 0.13
H 10.974 10.437 5.652 0.12
H 12.853 9.072 5.536 0.12
H 12.972 9.479 7.248 0.11
H 14.524 10.827 4.906 0.14
H 15.224 9.711 6.090 0.12
H 14.157 12.499 6.522 0.09
H 14.500 13.541 8.354 0.12
H 15.366 12.811 9.687 0.13
H 15.580 9.603 8.116 0.12
H 15.317 10.312 9.657 0.08
C 6.100 13.630 9.648 -0.08
C 6.789 12.397 10.227 -0.28
O 8.018 12.204 9.509 -0.24
H 5.177 13.854 10.225 0.09
H 5.797 13.476 8.595 0.08
H 6.758 14.505 9.700 0.05
H 6.143 11.515 10.152 0.12
H 7.028 12.555 11.298 0.10
H 8.510 11.367 9.770 0.05
C 9.766 9.612 13.286 -0.06
C 11.183 10.045 12.911 -0.18
C 11.555 9.763 11.472 -0.31
C 11.544 8.295 11.079 -0.19
C 12.237 7.352 12.079 -0.08
C 12.971 10.346 11.208 -0.31
O 14.011 9.717 10.999 0.07
N 12.951 11.757 11.273 0.20
C 11.920 12.524 10.708 -0.56
O 12.061 13.726 10.431 -0.04
N 10.778 11.849 10.414 0.04
C 10.535 10.548 10.573 -0.39
O 9.488 9.987 10.150 0.02
H 9.567 9.825 14.353 0.09
H 9.610 8.532 13.127 0.08
H 9.002 10.131 12.677 0.08
H 11.899 9.564 13.612 0.13
H 11.283 11.138 13.080 0.12
H 12.013 8.179 10.077 0.13
H 10.485 8.017 10.927 0.12
H 13.275 7.706 12.272 0.08
H 12.263 6.318 11.683 0.09
H 11.720 7.325 13.051 0.07
H 13.862 12.223 11.358 0.16
```

# 6
Here is a 7-piece molecular cluster, C24H40N2O6 overall at a distorted geometry from the OMol25 dataset. Energies are from ωB97M-V with the def2-TZVPD basis set.

spin multiplicity: 2
HOMO (alpha / beta): -11.518 / -10.905 eV
total charge: +1

Geometry as XYZ:
```
72
Properties=species:S:1:pos:R:3:lowdin_charge:R:1
O 0.867 -2.258 4.125 0.08
C -0.307 -2.581 3.970 -0.44
O -1.336 -2.041 4.673 0.03
C -2.517 -2.160 3.966 -0.17
C -2.243 -2.982 2.670 -0.16
C -0.831 -3.443 2.822 -0.07
H -3.149 -1.278 3.861 0.13
H -3.022 -2.906 4.580 0.12
H -2.441 -2.443 1.744 0.09
H -2.982 -3.783 2.671 0.11
H -0.247 -3.450 1.902 0.13
H -0.853 -4.390 3.360 0.14
N 0.719 3.840 -0.832 0.09
C 1.513 3.624 0.271 0.03
C 0.700 3.813 1.410 0.02
C -0.482 4.188 0.880 -0.07
C -0.508 4.296 -0.444 -0.02
H 1.010 3.764 -1.796 0.16
H 2.495 3.175 0.243 0.12
H 1.148 3.635 2.377 0.13
H -1.275 4.725 1.379 0.14
H -1.249 4.649 -1.146 0.14
N -3.415 2.854 -3.464 0.04
C -4.661 2.320 -3.871 -0.08
C -5.294 1.848 -2.779 -0.09
C -4.485 2.115 -1.685 -0.09
C -3.347 2.710 -2.128 -0.16
H -2.688 3.146 -4.102 0.15
H -5.044 2.291 -4.881 0.12
H -6.249 1.352 -2.873 0.12
H -4.750 1.861 -0.669 0.11
H -2.477 2.871 -1.508 0.09
C -0.178 -0.008 0.398 -0.03
C -1.668 -0.211 0.080 -0.42
O -2.551 -0.019 0.922 0.05
C -1.901 -0.485 -1.436 -0.01
H 0.444 -0.801 -0.019 0.07
H -0.127 -0.241 1.461 0.08
H 0.329 0.924 0.148 0.06
H -1.610 -1.525 -1.581 0.05
H -1.591 0.258 -2.171 0.07
H -2.977 -0.518 -1.605 0.07
C 1.282 -4.221 -2.938 -0.04
C -0.076 -4.781 -3.113 -0.47
O -0.285 -6.005 -3.024 0.05
C -1.194 -3.772 -3.354 -0.02
H 2.085 -4.945 -2.799 0.09
H 1.313 -3.688 -1.988 0.08
H 1.603 -3.613 -3.784 0.09
H -0.705 -2.883 -3.754 0.06
H -1.627 -3.469 -2.401 0.07
H -1.818 -4.161 -4.158 0.09
C 4.480 -0.348 3.754 -0.01
C 4.090 0.926 3.151 -0.56
O 4.875 1.720 2.739 0.08
C 2.645 1.166 3.021 -0.02
H 4.032 -0.332 4.747 0.10
H 5.548 -0.341 3.969 0.09
H 4.319 -1.210 3.107 0.10
H 2.407 1.823 2.184 0.05
H 2.401 1.665 3.959 0.11
H 2.047 0.256 3.064 0.08
C 4.316 1.308 -0.774 0.00
C 2.981 0.553 -0.892 -0.52
O 2.702 -0.289 -0.130 0.10
C 2.083 0.850 -2.059 -0.02
H 4.508 1.961 -1.626 0.07
H 5.198 0.693 -0.598 0.10
H 4.375 2.028 0.043 0.06
H 2.250 1.810 -2.549 0.07
H 1.075 0.464 -1.910 0.06
H 2.318 0.100 -2.814 0.10
```